No. 1
11
Properties=species:S:1:pos:R:3:forces:R:3:mulliken_charge:R:1 method="wB97M-V/def2-TZVPD" smiles="OCC(=S)CF" de_lowest_kcal_mol=22.7 orbital_gap_ha=0.31144 e_tot_ha=-690.5535 homo_ev=-9.141
S 1.126 -1.604 0.429 0.0 1.1 -0.1 -0.22
F 0.253 1.812 -1.037 -0.5 0.2 -0.9 -0.29
O -2.073 0.545 0.304 0.3 0.5 -0.2 -0.51
C 0.243 -0.266 0.124 0.5 -0.5 0.4 0.36
C 0.742 1.162 0.065 -0.5 -0.2 1.5 -0.42
C -1.200 -0.437 -0.157 -0.6 -1.1 0.0 -0.59
H 1.798 1.178 0.048 1.2 0.1 -0.1 0.35
H 0.388 1.758 0.939 0.2 -0.7 -0.3 0.24
H -1.552 -1.329 0.291 0.0 -1.1 0.5 0.44
H -1.282 -0.646 -1.218 -0.2 0.3 -0.6 0.29
H -1.770 1.274 -0.221 -0.5 1.5 -0.2 0.33

=====

No. 2
15
Properties=species:S:1:pos:R:3:forces:R:3:mulliken_charge:R:1 method="wB97M-V/def2-TZVPD" smiles="C[C@H]1C=CCN1" de_lowest_kcal_mol=22.5 orbital_gap_ha=0.35892 e_tot_ha=-250.6311 homo_ev=-8.586
N 0.460 0.039 1.002 -0.6 -1.1 0.1 -0.49
C 0.582 -1.453 0.811 0.6 0.5 0.9 -0.44
C 0.261 -1.603 -0.667 -0.4 1.3 0.3 -0.36
C -0.317 -0.475 -1.134 0.5 -1.6 -0.1 -0.61
C -0.154 1.924 -0.329 1.1 1.5 0.6 -1.36
C -0.493 0.503 -0.024 0.2 0.0 0.5 0.58
H 0.429 -2.538 -1.170 0.1 -0.1 -0.3 0.42
H -1.561 0.426 0.299 0.4 0.2 0.0 0.16
H -0.706 -0.290 -2.148 0.3 -0.2 0.6 0.34
H 0.943 2.077 -0.575 -1.3 -0.5 0.2 0.34
H -0.345 2.542 0.592 0.1 -0.4 -0.9 0.28
H -0.742 2.309 -1.149 -0.3 0.3 -0.2 0.39
H 1.634 -1.773 1.131 -1.4 0.2 -0.6 0.28
H -0.161 -2.034 1.420 0.5 0.3 -0.3 0.21
H 0.170 0.348 1.941 0.2 -0.6 -0.6 0.26

=====

No. 3
16
Properties=species:S:1:pos:R:3:forces:R:3:mulliken_charge:R:1 method="wB97M-V/def2-TZVPD" de_lowest_kcal_mol=106.6 orbital_gap_ha=0.29229 e_tot_ha=-954.6137 homo_ev=-8.246
S -2.592 -0.500 -0.034 -2.8 -1.3 4.1 -0.27
S 1.470 0.203 0.684 3.2 0.3 -1.3 -0.14
C -0.897 -0.496 0.455 1.6 -5.1 2.9 -0.81
C 2.274 -1.041 -0.478 1.6 3.9 -1.3 -0.70
C 0.020 0.420 -0.280 -2.0 1.8 -0.1 0.07
C -0.592 1.863 -0.114 -1.2 -1.5 -1.0 -0.97
H -0.041 2.719 -0.610 -1.0 -1.2 0.4 0.30
H 1.618 -1.802 -0.240 -0.5 -2.4 -0.5 0.22
H 2.207 -0.553 -1.538 -0.3 -1.3 1.9 0.20
H -0.119 0.200 -1.383 1.4 0.0 1.1 0.38
H -0.859 2.045 0.919 0.7 0.4 0.5 0.33
H -3.041 -1.225 1.533 0.8 1.6 -3.8 0.16
H 3.380 -1.142 -0.325 -1.3 -0.4 0.4 0.34
H -1.644 1.519 -0.460 1.4 2.1 -0.4 0.25
H -0.515 -0.577 1.713 -2.0 0.8 -3.7 0.38
H -0.669 -1.632 0.159 0.4 2.4 0.7 0.26

=====

No. 4
36
Properties=species:S:1:pos:R:3:forces:R:3:mulliken_charge:R:1 method="wB97M-V/def2-TZVPD" charge=+4 de_lowest_kcal_mol=0.0 multiplicity=6 orbital_gap_ha="0.11845 / 0.11856" e_tot_ha=-3990.6338 homo_ev="-18.277 / -18.279"
Lu 7.027 3.979 -2.961 -0.2 -3.1 1.1 1.63
Dy 1.196 1.520 -0.640 0.1 -1.7 -0.6 1.76
Cl 0.286 2.091 -2.793 0.5 0.0 0.5 -0.33
Cl 8.090 2.184 -1.843 -0.7 1.1 -0.6 -0.23
O 10.150 5.355 -3.244 -5.2 -2.7 0.7 0.04
O -1.776 2.571 0.969 4.7 -1.0 -2.6 0.02
O 0.784 -0.330 0.151 1.2 1.9 -0.8 -0.78
O 6.952 7.187 -4.370 0.1 -5.3 2.4 0.06
N -1.155 -1.323 0.891 -0.3 0.2 -0.7 0.71
N -1.543 -2.192 1.851 0.2 -0.2 0.2 -0.06
C -2.927 -2.581 2.086 -1.1 -0.5 0.4 -1.14
C 0.653 -2.024 1.961 0.3 0.9 -0.9 -1.28
C -2.040 -0.790 -0.103 0.5 0.7 0.3 -0.08
C -1.610 -0.803 -1.426 0.5 -0.1 0.4 -0.20
C -3.575 0.445 -1.989 0.0 0.3 -0.1 -0.59
C -2.382 -0.163 -2.374 -0.1 0.0 -0.2 -0.83
C -3.950 0.515 -0.647 -0.4 -0.1 0.1 -0.83
C 9.118 4.841 -3.127 7.1 3.1 -0.7 0.27
C -0.462 -2.626 2.521 -0.7 -0.3 -0.1 0.69
C -0.641 -3.614 3.619 0.3 -0.4 0.5 -1.39
C 6.954 6.131 -3.894 -0.5 7.2 -3.2 0.23
C -3.162 -0.087 0.318 0.2 -0.2 0.1 -0.13
C -0.783 2.322 0.430 -6.0 1.6 3.3 0.02
C 0.191 -1.184 0.928 -1.0 -1.9 2.0 0.78
H -3.043 -3.680 2.018 0.3 0.6 0.0 0.35
H -3.250 -2.257 3.096 0.3 -0.1 -0.5 0.38
H -0.642 -1.258 -1.668 -0.6 -0.1 -0.1 0.64
H -4.870 1.006 -0.327 0.3 0.0 -0.3 0.45
H -3.375 -0.035 1.392 -0.1 0.1 -0.5 0.72
H 1.685 -2.153 2.208 0.2 -0.1 0.3 0.46
H -3.612 -2.134 1.353 0.5 -0.3 0.3 0.60
H -1.242 -3.217 4.454 0.2 0.0 -0.4 0.34
H -4.197 0.906 -2.743 -0.1 0.0 0.0 0.46
H 0.331 -3.912 4.030 -0.2 0.1 -0.1 0.36
H -1.147 -4.534 3.280 0.2 0.4 -0.1 0.35
H -2.031 -0.152 -3.405 -0.3 0.0 0.2 0.54